The following is a quantum chemistry calculation of an isolated molecule of C25H46FNO5SSi2 at a distorted geometry, from OMol25.

```
81
Properties=species:S:1:pos:R:3:forces:R:3:lowdin_charge:R:1
C -2.494392 8.769066 4.320907 -0.207 0.207 -0.289 -0.22
Si -1.898802 7.387399 3.058322 -0.880 0.962 0.798 0.49
C -3.525784 6.875099 2.092152 -0.359 -0.486 -0.409 -0.22
C -0.787510 8.300787 1.769355 0.785 0.386 -1.070 -0.21
O -1.120010 6.032329 3.861973 -0.447 0.500 -2.202 -0.26
C -0.506586 5.220263 2.799220 1.334 0.560 -0.742 -0.26
C 0.071949 3.773567 3.306621 -0.155 1.166 -0.092 -0.05
C -0.801263 2.467849 2.803954 2.215 -0.103 2.155 -0.28
C -1.426745 2.461716 1.273716 0.167 -0.223 -0.512 -0.09
C -3.065245 2.480067 1.211561 -0.195 -0.096 -1.298 -0.25
N -3.724240 3.635216 1.931207 0.733 -0.318 -0.604 -0.03
O -1.785434 2.343288 3.930799 0.130 -2.480 -0.614 -0.23
S -1.769310 0.820340 4.733808 -1.951 -1.268 2.570 0.91
O -2.977351 -0.128860 4.535743 4.636 4.081 0.383 -0.31
O -1.403028 1.179851 6.193690 -1.024 -1.535 -5.967 -0.30
O -0.548019 0.112086 3.726319 -0.866 3.262 0.881 -0.18
C 0.253401 1.229074 3.192855 1.045 -2.238 0.086 -0.31
F 1.172258 1.510496 4.356695 -2.083 0.215 -2.778 -0.05
C 1.159748 0.570144 1.996325 -0.588 0.075 -0.501 -0.10
C 2.373168 -0.410081 2.498566 0.025 -0.495 -1.185 -0.17
C 1.776820 -1.931612 2.736186 0.381 -0.305 0.722 -0.21
C 2.412268 -3.057234 1.725617 -0.188 -0.079 0.053 -0.22
C 2.148524 -2.702052 0.112530 1.568 -0.760 1.244 -0.21
C 2.800204 -3.949145 -0.729091 -1.352 -0.831 -0.075 -0.23
C 2.121603 -4.152694 -2.244530 1.398 -0.108 1.531 -0.25
C 2.102239 -5.770363 -2.507264 -0.262 0.788 1.091 -0.30
Si 1.611458 -6.310198 -4.287503 -0.369 -1.440 -0.265 0.52
C 3.137854 -7.128128 -5.204368 0.199 -0.433 -0.318 -0.23
C 0.327309 -7.780164 -4.065296 -0.356 0.087 0.614 -0.25
C 0.711270 -4.969581 -5.335369 -3.009 3.591 -3.276 -0.21
C -0.631842 -5.455012 -6.197735 0.361 3.738 -0.616 -0.06
C -1.545747 -4.407250 -7.112252 3.303 1.249 2.111 -0.08
C -1.133381 -2.822088 -7.192163 2.297 -3.480 2.385 -0.08
C 0.223033 -2.329988 -6.382152 -1.403 -3.198 -0.020 -0.07
C 1.139777 -3.383133 -5.465523 -3.673 -1.060 -2.291 -0.06
H -2.802745 9.685190 3.629989 0.666 -1.836 1.483 0.05
H -3.469776 8.397404 4.855283 2.029 0.850 -0.676 0.05
H -1.634685 9.103962 5.041898 -1.882 -0.598 -1.168 0.05
H -4.064726 7.786779 1.594451 1.200 -1.527 0.981 0.06
H -3.154869 6.176441 1.219916 -1.134 1.188 1.619 0.03
H -4.322371 6.355090 2.796397 1.707 0.817 -1.586 0.06
H -1.276213 8.161584 0.710163 1.016 0.309 1.911 0.05
H 0.314481 7.912522 1.702697 -2.034 0.798 0.103 0.04
H -0.750307 9.452621 1.992763 -0.086 -2.236 -0.388 0.05
H -1.262109 5.173719 1.907273 1.422 -0.408 1.442 0.09
H 0.427804 5.846340 2.400716 -1.896 -1.481 0.722 0.12
H 0.065396 3.814167 4.499514 0.021 -0.321 -2.779 0.16
H 1.202489 3.695315 2.937863 -2.572 -0.008 0.720 0.15
H -0.960527 3.391860 0.688952 -1.140 -1.926 1.444 0.13
H -1.084607 1.512780 0.635476 -0.611 1.927 1.757 0.13
H -3.350402 2.603720 0.059077 0.796 -0.440 2.370 0.13
H -3.518806 1.418523 1.514966 1.166 2.353 -0.264 0.13
H -4.241510 4.276994 1.286136 1.087 -0.904 0.982 0.06
H -3.073446 4.152893 2.561217 -0.990 -0.638 -0.888 0.04
H 0.419271 -0.117898 1.361890 1.513 1.584 1.427 0.13
H 1.502330 1.420111 1.248250 -0.511 -1.583 1.769 0.14
H 3.130875 -0.500006 1.587295 -1.585 0.374 1.902 0.11
H 2.997147 -0.010756 3.404113 -1.552 -0.678 -1.682 0.12
H 2.025441 -2.217466 3.856233 -0.595 0.373 -2.306 0.12
H 0.607427 -1.967480 2.630820 2.275 0.246 0.187 0.11
H 3.566002 -3.224391 1.955879 -2.342 0.555 -0.643 0.12
H 1.902949 -4.111277 1.953387 0.966 2.318 -0.496 0.12
H 0.990341 -2.570124 -0.012824 2.287 -0.269 -0.114 0.12
H 2.765580 -1.741037 -0.167329 -1.596 -1.645 0.503 0.10
H 3.967838 -3.916189 -0.800605 -2.217 0.212 0.191 0.12
H 2.534917 -4.952068 -0.140397 0.588 2.156 -1.132 0.11
H 1.055143 -3.651759 -2.201088 2.190 -1.155 -0.531 0.12
H 2.868414 -3.621287 -2.983804 -1.842 -0.939 1.206 0.10
H 1.331957 -6.227459 -1.728291 1.570 0.836 -1.620 0.10
H 3.151431 -6.225240 -2.255792 -1.857 0.933 -0.383 0.09
H 3.601306 -6.398285 -5.993886 -0.602 -1.499 1.576 0.04
H 3.907931 -7.447575 -4.363258 -1.366 0.631 -1.972 0.04
H 2.747060 -8.103514 -5.770707 0.961 2.136 1.219 0.05
H 0.855433 -8.622241 -3.430900 -1.145 1.536 -1.330 0.05
H -0.046705 -8.198286 -5.092890 0.641 0.636 2.111 0.03
H -0.564010 -7.331933 -3.423344 1.619 -1.183 -1.421 0.06
H -1.007464 -6.578240 -6.200402 1.036 2.674 0.164 0.07
H -2.498751 -4.825412 -7.693187 2.371 1.065 1.449 0.09
H -1.826965 -2.110359 -7.820797 1.773 -1.415 1.475 0.08
H 0.484383 -1.172844 -6.481850 -0.422 -2.891 0.397 0.08
H 2.089454 -2.975942 -4.916140 -2.134 -0.857 -1.230 0.07
```
Positions in Å, forces in eV/Å.

**Orbital gap**: 8.58 eV
**HOMO energy**: -8.60 eV
**Electronic energy**: -2487.60751 Eh
**Lowest unoccupied orbital energy**: -0.01 eV